#a
ORCA calculation (wB97M-V/def2-TZVPD) on an isolated molecule of C10H14N2.

Results
Structure (SMILES) = NC[C@@H]1CNCc2ccccc21
LUMO = 0.86 eV
E_HOMO = -8.228 eV

XYZ file:
```
26
C10H14N2, DFT wB97M-V/def2-TZVPD
N 1.59 -1.40 1.40
C 2.07 -1.51 0.01
C 0.96 -0.57 -0.89
C 1.70 0.90 -0.71
N 1.04 1.67 0.26
C -0.19 2.23 0.03
C -1.00 0.90 -0.03
C -2.33 0.95 0.45
C -3.07 -0.24 0.39
C -2.70 -1.40 -0.30
C -1.36 -1.46 -0.63
C -0.55 -0.26 -0.50
H 2.55 -1.76 1.94
H 1.20 -0.36 1.93
H 2.20 -2.77 -0.04
H 3.12 -0.93 -0.21
H 1.12 -0.97 -2.00
H 2.83 1.12 -0.46
H 1.69 1.49 -1.80
H 1.97 2.18 0.59
H -0.69 2.60 0.93
H -0.52 2.73 -0.92
H -2.97 1.66 1.05
H -4.12 -0.19 0.80
H -3.55 -2.24 -0.34
H -0.99 -2.38 -0.93
```

***

#b
ORCA calculation (wB97M-V/def2-TZVPD) on a cluster of 2 separate species, C10H14N2 in total.

Results
LUMO = 0.87 eV
E_HOMO = -8.654 eV

XYZ file:
```
26
C10H14N2, DFT wB97M-V/def2-TZVPD
C -1.57 -1.03 1.70
C -0.31 -0.76 0.78
C 0.69 -2.01 0.52
C 2.32 -0.36 -0.28
C 1.09 0.46 -0.80
C 1.28 1.45 -1.75
C 0.13 2.08 -2.27
C -1.18 1.95 -1.80
C -1.32 0.93 -0.70
C -0.20 0.31 -0.25
H -1.37 0.86 2.54
H -3.08 0.34 2.46
H -2.39 -2.20 1.26
H -1.34 -1.47 2.78
H 0.52 -0.41 1.45
H 0.29 -2.73 -0.14
H 0.65 -2.47 1.60
H 1.70 -2.26 -1.22
H 2.40 0.21 0.88
H 3.36 -0.01 -0.68
H 2.32 1.79 -2.16
H 0.48 2.88 -2.98
H -1.99 2.70 -2.30
H -2.31 1.13 -0.28
N -2.19 0.38 1.89
N 2.01 -1.78 -0.25
```

***

#c
ORCA calculation (wB97M-V/def2-TZVPD) on an isolated molecule of C10H14N2.

Results
Structure (SMILES) = CCCC1=NCCn2cccc21
LUMO = 0.89 eV
E_HOMO = -8.275 eV

XYZ file:
```
26
C10H14N2, DFT wB97M-V/def2-TZVPD
C 0.42 1.60 -2.32
C 1.71 0.87 -2.02
C 1.51 -0.47 -1.30
C 0.89 -0.26 0.06
N 1.63 0.14 1.02
C 0.91 0.39 2.26
C -0.18 -0.68 2.60
N -1.07 -0.67 1.51
C -2.40 -0.98 1.47
C -2.73 -0.99 0.11
C -1.57 -0.67 -0.65
C -0.55 -0.51 0.26
H -0.20 1.04 -3.05
H 0.55 2.63 -2.77
H -0.21 1.72 -1.43
H 2.19 0.70 -2.98
H 2.41 1.49 -1.42
H 0.89 -1.09 -1.96
H 2.47 -1.03 -1.18
H 0.38 1.35 2.13
H 1.63 0.52 3.08
H -0.72 -0.44 3.49
H 0.31 -1.67 2.68
H -2.95 -1.27 2.39
H -3.75 -1.12 -0.27
H -1.56 -0.60 -1.71
```

***

#d
ORCA calculation (wB97M-V/def2-TZVPD) on an isolated molecule of C10H14N2.

Results
LUMO = 0.53 eV
E_HOMO = -6.690 eV

XYZ file:
```
26
C10H14N2, DFT wB97M-V/def2-TZVPD
C 2.42 2.65 -0.40
C 1.08 3.21 -0.40
C 2.75 1.36 -0.19
C 0.13 2.27 -0.29
C 1.69 0.36 0.06
C 0.39 0.92 -0.14
C -0.56 -1.01 0.57
C -0.62 -0.62 2.03
C -1.35 -2.22 0.09
C -1.44 -0.03 -1.50
N 1.76 -0.89 0.41
N -0.63 0.06 -0.26
H 3.20 3.48 -0.56
H 1.05 4.27 -0.64
H 3.77 1.11 -0.24
H -0.96 2.49 -0.50
H 0.12 -1.00 2.61
H -1.55 -1.12 2.36
H -0.66 0.49 2.25
H -1.59 -2.80 0.96
H -0.69 -2.80 -0.54
H -2.35 -2.08 -0.49
H -2.56 -0.26 -1.27
H -1.30 0.82 -2.06
H -1.05 -0.85 -2.09
H 2.53 -1.53 0.27
```

***

#c is favored, and the nearest alternative lies 0.1118 hartree above it.

***

#a
ORCA calculation (wB97M-V/def2-TZVPD) on a cluster of 2 separate species, C3H10O2S in total.

Results
Structure (SMILES) = CSCCO.O
LUMO = 0.66 eV
E_HOMO = -8.694 eV

XYZ file:
```
16
C3H10O2S, DFT wB97M-V/def2-TZVPD
C 0.00 0.00 0.00
S 1.57 0.58 0.62
C 2.63 0.13 -0.82
C 4.04 0.74 -0.79
O 3.97 2.18 -0.84
H -0.14 0.10 -1.09
H -0.74 0.64 0.51
H -0.19 -1.05 0.28
H 2.62 -0.97 -0.89
H 2.13 0.53 -1.72
H 4.61 0.31 0.05
H 4.49 0.37 -1.73
H 3.49 2.40 -1.67
O 4.63 4.19 1.35
H 4.45 3.34 1.80
H 4.38 4.04 0.41
```

***

#b
ORCA calculation (wB97M-V/def2-TZVPD) on a cluster of 2 separate species, C3H10O2S in total.

Results
Structure (SMILES) = OCCCS.O
LUMO = 0.76 eV
E_HOMO = -9.284 eV

XYZ file:
```
16
C3H10O2S, DFT wB97M-V/def2-TZVPD
O -1.71 0.94 -1.21
C -0.43 1.49 -1.35
C 0.71 0.53 -0.97
C 0.63 0.13 0.49
S 1.56 -1.36 0.96
H -1.86 0.20 -1.79
H -0.38 2.35 -0.69
H -0.24 1.80 -2.39
H 1.63 1.03 -1.24
H 0.64 -0.34 -1.59
H 0.98 0.94 1.13
H -0.42 -0.05 0.73
H 2.36 -1.40 -0.11
O -1.16 -1.81 2.94
H -1.90 -2.39 2.73
H -0.43 -2.05 2.35
```

***

#c
ORCA calculation (wB97M-V/def2-TZVPD) on a cluster of 2 separate species, C3H10O2S in total.

Results
Structure (SMILES) = COCSC.O
LUMO = 0.53 eV
E_HOMO = -9.088 eV

XYZ file:
```
16
C3H10O2S, DFT wB97M-V/def2-TZVPD
C -2.23 -0.83 -0.29
O -2.29 0.55 -0.56
C -1.04 1.20 -0.34
S -0.57 1.31 1.42
C 0.85 0.22 1.28
H -3.11 -1.39 -0.65
H -2.17 -0.95 0.81
H -1.32 -1.26 -0.74
H -0.22 0.78 -0.96
H -1.21 2.24 -0.69
H 1.28 0.11 2.28
H 1.65 0.53 0.58
H 0.46 -0.76 0.95
O 3.66 -0.76 -1.09
H 3.49 0.13 -0.71
H 2.77 -1.12 -1.30
```

***

#b is favored, and the nearest alternative lies 0.0092 hartree above it.